Computed, not measured: one molecule with the formula C5H9N3, with the ωB97M-V functional and the def2-TZVPD basis.

Summary:
Largest force on an atom ... 3.6 eV/A
Net charge ... 0
E_tot ... -359.97199 hartree
HOMO-LUMO gap ... 0.2839 Eh

Each line ends with the Löwdin charge.
Positions of all 17 atoms, in Å:
C -3.35306 0.50174 -0.15090  -0.01
C -2.93701 -0.16853 0.92062  -0.18
C 0.77196 0.06527 -0.64987  -0.15
C -1.66214 -0.74794 0.91095  -0.07
C 2.79291 -1.09420 0.38943  -0.05
N -0.56461 -0.79025 1.24762  -0.04
N 0.60321 -1.05225 1.40309  0.04
N 1.47325 -0.34910 0.48832  -0.22
H -4.25907 1.07182 -0.13219  0.04
H -2.81321 0.54974 -1.11020  0.07
H -3.38764 -0.34252 1.94974  0.13
H 1.39485 0.31102 -1.42046  0.05
H 0.00496 0.86232 -0.54017  0.09
H 0.15688 -0.77196 -1.15010  0.11
H 2.90955 -1.63016 1.33092  0.08
H 2.86844 -1.71115 -0.47578  0.06
H 3.66840 -0.55151 0.23640  0.05